Formula: C10H14BFN6Pb
Source: the OMol25 dataset
Level of theory: ωB97M-V with the def2-TZVPD basis set

The value obtained for the LUMO energy (spin up / spin down) is -11.507 / -10.763 eV. As for the net charge: +2.

XYZ file:
```
33
C10H14BFN6Pb | the OMol25 dataset | ωB97M-V with the def2-TZVPD basis set
C 3.16 0.15 0.96
N 1.88 0.13 0.52
N 1.93 0.03 -0.86
C 3.21 -0.06 -1.25
C 4.03 0.02 -0.13
B 0.65 0.13 -1.75
N -0.35 -1.00 -1.40
N -0.93 -1.12 -0.15
C -1.83 -2.12 -0.22
C -1.82 -2.66 -1.52
C -0.87 -1.93 -2.23
Pb 0.04 -0.30 2.19
N -0.05 1.46 -1.36
N -0.43 1.61 -0.05
C -0.98 2.82 0.08
C -0.99 3.47 -1.17
C -0.39 2.57 -2.05
H -1.32 3.16 1.05
H -0.16 2.62 -3.10
H -1.38 4.44 -1.38
H 0.93 0.14 -2.91
H -0.52 -1.99 -3.25
H 3.42 -0.17 -2.31
H -2.42 -3.47 -1.89
H 5.10 -0.01 -0.12
H -2.44 -2.41 0.63
H 3.42 0.26 2.01
H -2.48 -0.61 3.16
C -2.10 -1.46 3.73
H -2.71 -2.35 3.51
H -1.05 -1.72 3.48
H -2.15 -1.25 4.80
F -0.38 1.62 3.00
```

***

Formula: C7H6N2O
Source: the OMol25 dataset
Level of theory: ωB97M-V with the def2-TZVPD basis set

The value obtained for the LUMO energy is -0.025 eV. Its SMILES is Cc1ccc(C#N)c(=O)[nH]1.

XYZ file:
```
16
C7H6N2O | the OMol25 dataset | ωB97M-V with the def2-TZVPD basis set
C 0.54 -2.45 0.43
C 0.21 -1.01 0.10
C 1.23 -0.13 -0.44
C 0.81 1.25 -0.50
C -0.38 1.70 -0.10
C -0.63 3.06 -0.46
C -1.44 0.76 0.36
H 1.52 -2.62 0.01
H -0.09 -3.15 -0.08
H 0.61 -2.38 1.52
H 2.15 -0.48 -0.92
H 1.48 1.98 -0.76
H -1.74 -1.25 0.53
N -0.72 4.21 -0.77
N -0.99 -0.58 0.33
O -2.55 1.07 0.76
```

***

Formula: C20H35ClFN2O4
Source: the OMol25 dataset
Level of theory: ωB97M-V with the def2-TZVPD basis set

The value obtained for the LUMO energy is -2.432 eV. As for the net charge: +1.

XYZ file:
```
63
C20H35ClFN2O4 | the OMol25 dataset | ωB97M-V with the def2-TZVPD basis set
C 2.18 2.80 3.17
C 0.74 2.46 2.91
O 0.75 1.13 2.34
C -0.49 0.75 2.05
C -0.54 -0.68 1.45
C -1.97 -1.30 1.70
C -2.52 -1.14 3.15
C -3.94 -1.72 3.31
C -4.90 -1.19 2.24
C -4.32 -1.31 0.83
C -2.93 -0.71 0.72
C 0.50 -1.78 1.38
O 0.31 -2.87 0.89
O 1.69 -1.25 1.55
C 2.75 -2.19 1.27
C 4.06 -1.48 1.56
O -1.43 1.48 1.98
H 2.25 3.79 3.59
H 2.60 2.09 3.89
H 2.78 2.77 2.26
H 0.18 2.43 3.85
H 0.26 3.15 2.22
H -1.90 -2.40 1.54
H -1.85 -1.59 3.89
H -2.56 -0.05 3.36
H -3.90 -2.82 3.26
H -4.33 -1.49 4.31
H -5.86 -1.72 2.30
H -5.10 -0.13 2.45
H -4.24 -2.38 0.56
H -4.97 -0.83 0.10
H -2.92 0.38 0.94
H -2.48 -0.87 -0.27
H 2.61 -3.03 1.95
H 2.65 -2.50 0.22
H 4.86 -2.16 1.29
H 4.17 -0.55 0.98
H 4.12 -1.26 2.63
Cl 1.61 3.02 -5.69
C 1.65 1.26 -5.34
N 1.21 0.95 -3.96
C 2.14 1.60 -2.92
C 1.67 1.21 -1.54
N 0.58 0.35 -1.81
F -0.31 -0.26 0.20
C 0.86 -0.92 -2.39
C 1.30 -0.55 -3.78
C -0.61 1.00 -2.29
C -0.23 1.39 -3.69
H 0.96 0.76 -6.04
H 2.68 0.91 -5.47
H 3.15 1.25 -3.13
H 2.08 2.69 -3.09
H 2.45 0.68 -0.96
H 1.33 2.08 -0.95
H 1.66 -1.43 -1.82
H -0.04 -1.56 -2.38
H 0.63 -0.99 -4.55
H 2.33 -0.84 -3.99
H -1.48 0.31 -2.26
H -0.84 1.88 -1.65
H -0.26 2.47 -3.85
H -0.85 0.88 -4.44
```

***

Formula: C16H31ClNO2
Source: the OMol25 dataset
Level of theory: ωB97M-V with the def2-TZVPD basis set

The value obtained for the LUMO energy is -2.410 eV. Its SMILES is CCCCCCCCOC(=O)C[N+](C)(C)C/C=C(/C)Cl. As for the net charge: +1.

XYZ file:
```
51
C16H31ClNO2 | the OMol25 dataset | ωB97M-V with the def2-TZVPD basis set
C -1.65 -1.40 6.86
H -2.28 -2.08 6.29
C -1.01 -0.36 5.94
C -0.15 -1.01 4.86
C 0.48 0.03 3.94
C 1.46 -0.56 2.93
C 0.78 -1.45 1.89
C 1.75 -1.89 0.80
C 1.08 -2.73 -0.28
H 1.81 -3.05 -1.03
H 0.59 -3.60 0.16
O 0.02 -2.01 -0.93
C 0.33 -1.18 -1.89
O 1.43 -0.96 -2.33
C -0.96 -0.53 -2.42
N -0.80 0.35 -3.60
C -0.13 -0.36 -4.70
H -0.10 0.27 -5.59
H -0.67 -1.27 -4.94
H 0.89 -0.61 -4.41
C -2.14 0.78 -4.06
H -2.70 -0.08 -4.42
H -2.04 1.50 -4.86
H -2.69 1.23 -3.24
C 0.02 1.56 -3.23
C -0.67 2.48 -2.26
C -0.43 2.55 -0.95
C -1.06 3.51 -0.02
H -1.56 2.98 0.79
H -1.79 4.14 -0.54
H -0.30 4.15 0.43
Cl 0.72 1.49 -0.20
H -1.37 3.19 -2.68
H 0.23 2.11 -4.15
H 0.96 1.20 -2.80
H -1.40 0.04 -1.60
H -1.65 -1.34 -2.67
H 2.20 -1.01 0.33
H 2.56 -2.48 1.23
H -0.06 -0.91 1.44
H 0.37 -2.34 2.38
H 1.97 0.26 2.41
H 2.22 -1.14 3.45
H 1.02 0.76 4.56
H -0.31 0.57 3.41
H -0.77 -1.70 4.28
H 0.64 -1.59 5.34
H -1.80 0.23 5.47
H -0.40 0.32 6.54
H -2.26 -0.92 7.62
H -0.88 -1.99 7.36
```

***

Formula: C4H10O
Source: the OMol25 dataset
Level of theory: ωB97M-V with the def2-TZVPD basis set

The value obtained for the LUMO energy is 1.012 eV. Its SMILES is CC[C@@H](C)O.

XYZ file:
```
15
C4H10O | the OMol25 dataset | ωB97M-V with the def2-TZVPD basis set
C 2.01 0.06 -0.19
C 0.66 -0.57 0.14
C -0.54 0.37 -0.01
C -1.84 -0.41 -0.22
O -0.56 1.16 1.17
H 2.23 0.92 0.46
H 2.04 0.41 -1.23
H 2.82 -0.67 -0.07
H 0.51 -1.45 -0.50
H 0.66 -0.92 1.18
H -0.39 1.01 -0.89
H -1.81 -0.94 -1.18
H -1.97 -1.16 0.57
H -2.71 0.25 -0.22
H -1.10 1.95 1.00
```

***

Formula: C5H10O3Se
Source: the OMol25 dataset
Level of theory: ωB97M-V with the def2-TZVPD basis set

The value obtained for the LUMO energy (spin up / spin down) is -2.921 / -2.922 eV.

XYZ file:
```
19
C5H10O3Se | the OMol25 dataset | ωB97M-V with the def2-TZVPD basis set
C 1.06 -0.60 -1.38
C 0.43 -1.78 0.42
C 0.39 0.70 -0.86
C 0.28 0.72 0.68
C -0.11 -0.68 1.09
O 0.44 -1.83 -1.02
O 1.17 1.83 -1.36
O -0.55 1.73 1.14
Se -3.21 0.35 -0.38
H 1.05 -0.43 -2.41
H 2.08 -0.55 -1.03
H 1.42 -2.01 0.84
H -0.36 -2.73 0.49
H -0.55 0.68 -1.35
H 1.35 0.79 0.95
H -0.98 -0.88 1.69
H 0.72 2.65 -1.21
H -1.37 1.72 0.50
H -2.79 -0.93 -0.83
```

***

Energy above the lowest of the compared OMol25 structures with the same formula, charge and spin (eV)
0.2487 0.2956 0.0000 0.0000 0.1732 3.7367
Calculated total energy (a.u.)
-1034.88870 -455.06906 -1753.31034 -1293.45355 -233.63859 -2823.46439